No. 1
The following is a quantum chemistry calculation of a molecular structure, C17H14AsNO7ReS5 in a non-equilibrium geometry, from the OMol25 dataset.

Multiplicity: 2
Total charge: -2
Total energy (eV): -150825.353
LUMO energy (spin up / spin down) (eV): 4.2 / 4.2
F_max (eV Å⁻¹): 5.076
Expectation value of S²: 0.78
Energy above the lowest of the compared OMol25 structures with the same formula, charge and spin (kcal per mole): 41.0
Frontier orbital gap (spin up / spin down) (eV): 5.083 / 5.095

Each line ends with the Mulliken charge.
Cartesian coordinates (Å):
1 Re -0.26833 -0.52935 0.60778  1.12
2 O -4.38262 1.21481 0.56212  -0.72
3 As -2.62659 1.60047 0.84848  1.07
4 O -2.57218 2.50968 2.18276  -0.79
5 O -2.05242 0.06086 1.07756  -0.35
6 C -2.52189 2.81457 -0.70370  -0.42
7 C -3.52396 3.75754 -0.87095  -0.48
8 C -3.43228 4.66807 -1.91273  -0.51
9 C -2.34990 4.64227 -2.78295  -0.48
10 C -1.34339 3.70784 -2.60363  -0.40
11 C -1.44519 2.81342 -1.55565  0.19
12 S -0.28081 1.51019 -1.21162  1.52
13 O -1.02146 0.30109 -1.55904  -0.59
14 O 0.89368 1.74532 -2.01761  -0.77
15 O -0.04128 1.64601 0.24149  -0.77
16 H -4.46505 0.28074 0.78082  0.24
17 H -4.35795 3.76694 -0.17993  0.42
18 H -4.20864 5.41104 -2.04887  0.36
19 H -2.28891 5.35569 -3.59472  0.37
20 H -0.47343 3.65305 -3.24131  0.49
21 O -1.76047 -3.54585 6.61808  -0.64
22 C -1.87718 -3.28755 5.44564  0.52
23 S -0.53369 -3.09425 4.31968  -0.20
24 C -1.47587 -2.80336 2.85613  -0.23
25 C -2.83101 -2.79204 2.96812  0.11
26 S -3.95892 -2.65601 1.73898  -0.53
27 S -3.42223 -3.03224 4.65049  -0.21
28 S -0.51041 -2.80125 1.38361  -0.35
29 C 3.65337 0.14566 1.37122  -1.24
30 C 3.78787 -0.76550 0.19147  0.69
31 C 4.99117 -1.10557 -0.38175  -0.82
32 C 5.05757 -1.95794 -1.47936  -0.54
33 C 3.88293 -2.48919 -2.00376  -0.84
34 C 2.65635 -2.17857 -1.46882  0.93
35 C 1.37103 -2.73967 -1.98524  -1.18
36 C 2.57798 -1.28534 -0.35625  0.22
37 N 1.40803 -0.97643 0.13655  0.12
38 H 4.61913 0.51347 1.71254  0.39
39 H 3.15223 -0.37955 2.18563  0.27
40 H 3.01921 0.99213 1.10625  0.21
41 H 5.90540 -0.70471 0.03929  0.32
42 H 6.01259 -2.20511 -1.92339  0.37
43 H 3.92903 -3.17027 -2.84588  0.33
44 H 1.53923 -3.36892 -2.85736  0.39
45 H 0.68978 -1.92694 -2.24178  0.19
46 H 0.87944 -3.31523 -1.19840  0.20

=====

No. 2
The following is a quantum chemistry calculation of a molecular structure, C17H14Br2O2Pt in a non-equilibrium geometry, from the OMol25 dataset.

Multiplicity: 5
Total charge: 0
Total energy (eV): -165276.671
LUMO energy (spin up / spin down) (eV): 0.1 / -2.9
F_max (eV Å⁻¹): 3.405
Expectation value of S²: 6.04
Energy above the lowest of the compared OMol25 structures with the same formula, charge and spin (kcal per mole): 7.3
Frontier orbital gap (spin up / spin down) (eV): 8.102 / 5.290

Each line ends with the Mulliken charge.
Cartesian coordinates (Å):
1 C -1.10439 -1.29005 -3.54092  -0.43
2 C -1.08024 -2.27485 -2.50553  -0.61
3 C -1.95562 -1.78280 -1.43192  -0.61
4 H -0.69169 -3.29108 -2.54851  0.50
5 C -2.11496 -0.33525 -1.67628  -0.49
6 C -1.74617 -0.14268 -3.05361  -0.49
7 H -2.04047 0.73138 -3.64184  0.44
8 H -0.85254 -1.46164 -4.58893  0.51
9 H -2.32323 -2.32679 -0.57433  0.65
10 H -2.72672 0.31448 -1.06816  0.48
11 Pt -0.19738 -1.11737 -0.49174  1.46
12 Br 1.28760 -2.88592 0.14112  -0.54
13 C 1.98895 0.30674 -1.33134  -0.26
14 C 1.43323 1.32553 -2.20575  -0.43
15 C 1.58584 0.91805 -3.52073  -0.47
16 H 0.72681 2.05196 -1.79268  0.35
17 C 2.42177 -0.28018 -3.53420  -0.12
18 C 2.76217 -0.55894 -2.21337  -0.78
19 H 3.33407 -1.42021 -1.87247  0.39
20 H 2.28075 0.52384 -0.29635  0.47
21 H 0.99074 1.25666 -4.37599  0.44
22 H 2.57399 -0.90790 -4.42487  0.42
23 Br 1.43351 2.64354 1.75665  -0.15
24 C 0.47089 1.65308 3.08103  -0.01
25 C 0.80057 1.91992 4.40646  -0.45
26 C 0.12383 1.29902 5.45756  -0.50
27 C -0.88168 0.36913 5.18585  -0.56
28 C -1.22639 0.09516 3.87130  -0.57
29 C -0.54932 0.70569 2.81600  0.38
30 C -1.00132 0.27721 1.48113  0.85
31 O -1.93338 -0.56856 1.36066  -0.70
32 O -0.31766 0.76254 0.46372  -0.74
33 H 1.56872 2.65437 4.59568  0.41
34 H 0.40885 1.55059 6.47638  0.37
35 H -1.43459 -0.11283 5.98510  0.38
36 H -2.01452 -0.60182 3.61092  0.41